Record 1
# C47H85N8O20P5

A 13-piece molecular cluster, C47H85N8O20P5 overall (ωB97M-V with the def2-TZVPD basis set, the OMol25 dataset).

Last column: Mulliken charge in e.
CARTESIAN COORDINATES (ANGSTROEM)
C: 12.569 21.894 17.336  -0.684
O: 13.602 21.231 16.766  -0.303
P: 13.939 21.399 15.183  1.010
O: 14.844 20.346 14.643  -0.675
O: 12.478 21.501 14.431  -0.311
C: 12.348 21.806 13.026  -0.670
O: 14.538 22.926 15.116  -0.286
C: 15.895 23.212 15.589  -0.669
H: 12.679 21.980 18.417  0.287
H: 11.653 21.319 17.203  0.268
H: 12.413 22.950 17.113  0.318
H: 13.269 21.690 12.455  0.307
H: 12.052 22.848 12.898  0.273
H: 11.578 21.264 12.477  0.290
H: 16.425 22.375 16.044  0.340
H: 15.761 24.062 16.258  0.245
H: 16.514 23.474 14.732  0.253
C: 19.236 22.252 10.735  -0.761
O: 20.394 22.712 11.419  -0.076
P: 20.930 24.197 11.150  0.853
O: 19.932 25.259 11.495  -0.728
O: 21.543 24.113 9.614  -0.273
C: 22.332 22.975 9.277  -0.577
O: 22.255 24.229 12.072  -0.166
C: 22.572 25.386 12.818  -0.790
H: 18.566 22.180 11.592  0.266
H: 19.374 21.321 10.185  0.211
H: 18.855 22.950 9.989  0.367
H: 23.170 23.190 8.613  0.377
H: 21.806 22.222 8.690  0.261
H: 22.602 22.392 10.157  0.150
H: 22.766 24.996 13.817  0.226
H: 21.865 26.211 12.734  0.361
H: 23.549 25.624 12.399  0.287
C: 30.746 23.440 16.911  -0.772
O: 29.901 24.489 16.659  -0.307
P: 28.406 24.334 16.019  0.979
O: 27.649 25.607 15.918  -0.664
O: 27.675 23.173 16.913  -0.221
C: 27.169 23.447 18.176  -0.714
O: 28.610 23.505 14.602  -0.265
C: 29.376 24.019 13.554  -0.800
H: 30.440 22.435 16.619  0.346
H: 30.987 23.406 17.973  0.305
H: 31.705 23.639 16.434  0.302
H: 28.009 23.730 18.810  0.287
H: 26.589 22.669 18.674  0.262
H: 26.551 24.344 18.194  0.324
H: 28.820 24.586 12.808  0.301
H: 30.079 23.294 13.144  0.313
H: 30.051 24.813 13.874  0.321
C: 20.783 17.878 13.760  -0.777
O: 21.493 18.520 12.741  -0.166
P: 22.868 17.863 12.188  0.750
O: 22.899 16.408 12.257  -0.699
O: 23.089 18.452 10.687  -0.049
C: 22.408 17.924 9.497  -0.745
O: 23.990 18.656 13.067  -0.359
C: 24.105 20.066 13.083  -0.381
H: 20.310 18.677 14.332  0.286
H: 21.382 17.362 14.510  0.309
H: 19.917 17.264 13.514  0.286
H: 22.861 18.180 8.539  0.268
H: 21.352 18.197 9.508  0.281
H: 22.370 16.837 9.571  0.352
H: 23.226 20.521 12.626  0.088
H: 24.997 20.312 12.506  0.278
H: 24.100 20.429 14.111  0.282
C: 16.090 28.590 18.155  -0.630
O: 16.718 29.722 17.445  -0.348
P: 18.084 29.573 16.626  1.081
O: 18.787 28.306 16.884  -0.602
O: 17.570 29.864 15.098  -0.339
C: 18.551 30.042 14.116  -0.652
O: 18.748 30.947 17.106  -0.304
C: 19.294 30.993 18.391  -0.708
H: 16.815 27.843 18.478  0.301
H: 15.171 28.253 17.676  0.261
H: 15.741 29.147 19.025  0.243
H: 18.546 31.056 13.716  0.257
H: 18.397 29.327 13.308  0.272
H: 19.544 29.803 14.495  0.287
H: 18.740 31.681 19.031  0.295
H: 20.272 31.471 18.434  0.297
H: 19.373 30.052 18.936  0.288
N: 16.228 25.042 7.350  0.016
C: 17.335 24.623 6.630  -0.489
C: 17.009 23.476 5.780  -0.460
C: 15.671 23.301 6.037  -0.385
C: 15.202 24.240 6.997  -0.557
H: 16.146 25.813 7.996  0.210
H: 18.226 25.227 6.711  0.443
H: 17.690 22.898 5.173  0.450
H: 15.036 22.559 5.576  0.387
H: 14.212 24.351 7.415  0.389
N: 25.241 30.292 15.316  0.025
C: 25.987 31.362 14.866  -0.503
C: 25.167 32.461 14.896  -0.396
C: 23.878 32.158 15.286  -0.395
C: 23.978 30.774 15.523  -0.582
H: 25.573 29.338 15.352  0.186
H: 27.005 31.125 14.592  0.406
H: 25.507 33.465 14.691  0.374
H: 23.034 32.828 15.353  0.407
H: 23.250 30.078 15.911  0.483
N: 23.030 30.715 10.410  0.047
C: 22.706 31.973 9.882  -0.573
C: 22.071 31.762 8.619  -0.382
C: 22.111 30.406 8.336  -0.366
C: 22.620 29.802 9.499  -0.534
H: 23.568 30.533 11.245  0.207
H: 23.044 32.866 10.387  0.384
H: 21.763 32.481 7.874  0.360
H: 21.727 29.951 7.434  0.384
H: 22.601 28.748 9.731  0.474
N: 28.708 17.765 7.628  0.005
C: 27.828 18.707 8.092  -0.598
C: 28.067 19.959 7.525  -0.324
C: 29.172 19.809 6.661  -0.419
C: 29.586 18.515 6.776  -0.494
H: 28.773 16.780 7.841  0.203
H: 27.213 18.409 8.927  0.448
H: 27.489 20.853 7.705  0.446
H: 29.485 20.491 5.885  0.378
H: 30.458 18.084 6.308  0.353
N: 22.843 21.102 1.770  0.002
C: 21.769 21.798 1.202  -0.529
C: 21.402 22.813 2.047  -0.363
C: 22.232 22.722 3.190  -0.436
C: 23.020 21.582 3.014  -0.441
H: 23.409 20.340 1.425  0.206
H: 21.422 21.579 0.202  0.368
H: 20.596 23.512 1.886  0.389
H: 22.240 23.361 4.061  0.420
H: 23.779 21.158 3.654  0.385
N: 20.181 24.020 18.737  0.049
C: 20.785 23.149 17.857  -0.497
C: 20.756 21.926 18.534  -0.481
C: 20.167 22.118 19.753  -0.443
C: 19.758 23.439 19.878  -0.452
H: 20.116 25.004 18.519  0.162
H: 21.139 23.529 16.910  0.513
H: 21.166 20.982 18.209  0.415
H: 19.962 21.276 20.398  0.367
H: 19.200 23.992 20.619  0.374
N: 28.281 26.019 7.944  0.011
C: 28.137 25.408 6.757  -0.284
C: 26.847 25.455 6.227  -0.503
C: 26.159 26.270 7.152  -0.392
C: 26.997 26.559 8.246  -0.676
H: 29.103 26.151 8.515  0.200
H: 29.076 25.125 6.305  0.404
H: 26.640 24.972 5.283  0.412
H: 25.111 26.518 7.072  0.437
H: 26.789 27.091 9.163  0.395
N: 14.517 17.898 10.027  -0.012
C: 14.437 18.636 8.846  -0.480
C: 13.126 18.445 8.349  -0.335
C: 12.428 17.667 9.249  -0.425
C: 13.330 17.194 10.202  -0.491
H: 15.311 17.755 10.635  0.201
H: 15.158 19.336 8.450  0.419
H: 12.737 19.029 7.528  0.376
H: 11.389 17.429 9.078  0.386
H: 13.257 16.490 11.018  0.365

Calculated values
Electronic energy, a.u.: -5491.6734
Kohn-Sham gap, eV: 7.81
Spin multiplicity: 1


Record 2
# C47H94NO12PS10Si

A 10-piece molecular cluster, C47H94NO12PS10Si overall (ωB97M-V with the def2-TZVPD basis set, the OMol25 dataset).

Last column: Mulliken charge in e.
CARTESIAN COORDINATES (ANGSTROEM)
C: 6.684 3.697 -0.069  -1.223
C: 5.207 3.383 0.217  -0.572
C: 4.814 1.964 -0.139  -0.487
O: 5.110 1.026 0.931  -0.175
C: 6.003 0.067 0.617  -0.451
C: 7.338 0.144 1.081  1.053
P: 8.072 1.442 2.165  0.615
N: 7.059 2.419 2.862  -0.532
C: 8.279 -0.823 0.715  -0.656
C: 7.946 -1.917 -0.094  0.022
S: 9.224 -3.097 -0.435  -0.303
C: 6.615 -1.996 -0.543  0.681
C: 5.643 -1.037 -0.200  -0.195
C: 4.238 -1.264 -0.748  1.023
O: 3.514 -0.387 -1.121  -0.643
C: 3.851 -2.707 -0.853  0.648
C: 2.443 -3.215 -0.627  -1.443
C: 1.325 -2.338 -1.207  0.259
C: 0.052 -3.186 -1.385  -1.048
C: -1.268 -2.405 -1.311  -0.541
C: -2.123 -2.849 -0.129  -0.818
C: -3.487 -2.126 -0.121  -0.819
C: -3.341 -0.745 0.523  -0.003
C: -4.714 -0.041 0.646  -0.834
Si: -4.958 1.301 -0.645  -0.004
C: -3.634 2.614 -0.365  -1.097
C: -4.827 0.641 -2.394  -1.081
C: -6.658 2.040 -0.341  0.523
C: -7.746 1.721 -1.173  -0.587
C: -9.009 2.254 -0.902  -0.814
C: -9.205 3.124 0.175  -0.478
C: -8.126 3.449 1.001  -0.762
C: -6.864 2.905 0.751  -0.274
C: 4.810 -3.579 -1.163  -0.876
C: 6.178 -3.133 -1.392  -0.375
O: 6.884 -3.653 -2.215  -0.605
H: 7.194 2.818 -0.458  0.226
H: 7.173 3.992 0.853  0.317
H: 6.801 4.493 -0.793  0.401
H: 4.605 4.040 -0.402  0.623
H: 4.959 3.547 1.260  0.160
H: 5.343 1.683 -1.045  0.228
H: 3.757 1.916 -0.360  0.293
H: 9.028 2.082 1.352  0.076
H: 8.776 0.695 3.124  -0.249
H: 7.180 2.304 3.864  0.181
H: 9.292 -0.740 1.084  0.460
H: 9.500 -2.979 -1.738  0.240
H: 2.396 -4.161 -1.157  0.344
H: 2.278 -3.378 0.435  0.380
H: 1.146 -1.504 -0.537  0.298
H: 1.620 -1.944 -2.173  -0.014
H: 0.148 -3.699 -2.338  0.361
H: 0.052 -3.922 -0.584  0.531
H: -1.110 -1.331 -1.312  0.302
H: -1.866 -2.653 -2.186  0.324
H: -2.275 -3.923 -0.213  0.365
H: -1.623 -2.641 0.812  0.340
H: -4.202 -2.721 0.440  0.454
H: -3.781 -2.034 -1.165  0.239
H: -2.863 -0.905 1.480  0.296
H: -2.723 -0.166 -0.161  -0.190
H: -4.874 0.356 1.645  0.511
H: -5.497 -0.782 0.484  0.506
H: -3.750 3.411 -1.093  0.325
H: -3.691 2.986 0.653  0.317
H: -2.639 2.196 -0.490  0.347
H: -3.832 0.282 -2.640  0.410
H: -5.535 -0.167 -2.558  0.381
H: -5.080 1.451 -3.074  0.258
H: -7.564 1.044 -1.990  0.462
H: -9.830 1.986 -1.549  0.488
H: -10.169 3.563 0.386  0.701
H: -8.250 4.120 1.836  0.419
H: -6.042 3.145 1.410  0.305
H: 4.599 -4.634 -1.244  0.481
C: -12.516 1.703 2.229  -0.809
S: -13.406 3.033 1.419  0.517
O: -12.609 4.278 1.613  -0.642
C: -14.745 3.120 2.615  -0.937
H: -11.593 1.532 1.676  0.250
H: -12.283 1.995 3.254  0.303
H: -13.131 0.806 2.212  0.336
H: -14.327 3.326 3.601  0.383
H: -15.290 2.184 2.617  0.288
H: -15.403 3.935 2.315  0.296
C: 12.385 -7.833 -1.180  -0.916
S: 11.268 -6.575 -1.811  0.511
O: 11.992 -5.278 -1.755  -0.607
C: 10.141 -6.599 -0.417  -0.555
H: 13.201 -7.943 -1.892  0.322
H: 12.779 -7.520 -0.213  0.296
H: 11.850 -8.778 -1.088  0.339
H: 10.682 -6.367 0.501  0.290
H: 9.668 -7.578 -0.342  0.388
H: 9.383 -5.839 -0.596  -0.062
C: 7.820 1.405 -5.341  -0.997
S: 6.124 1.584 -4.778  0.494
O: 6.125 2.618 -3.705  -0.600
C: 6.020 -0.014 -3.980  -0.509
H: 8.101 2.326 -5.845  0.360
H: 8.474 1.237 -4.485  0.283
H: 7.879 0.570 -6.039  0.357
H: 6.790 -0.104 -3.211  0.387
H: 6.141 -0.784 -4.742  0.603
H: 5.038 -0.119 -3.518  -0.427
C: -9.036 2.069 -6.607  -1.023
S: -7.824 1.921 -5.289  0.532
O: -8.395 0.993 -4.279  -0.580
C: -8.026 3.586 -4.647  -0.844
H: -9.098 1.107 -7.112  0.331
H: -10.006 2.327 -6.183  0.307
H: -8.711 2.833 -7.312  0.379
H: -9.064 3.741 -4.354  0.286
H: -7.732 4.305 -5.412  0.425
H: -7.380 3.688 -3.777  0.201
C: 10.597 -1.369 6.558  -1.083
S: 9.669 0.059 5.982  0.728
O: 10.616 1.200 5.918  -0.657
C: 8.693 0.263 7.470  -0.980
H: 11.309 -1.641 5.782  0.335
H: 11.130 -1.113 7.474  0.329
H: 9.912 -2.199 6.734  0.346
H: 9.352 0.403 8.328  0.438
H: 8.065 -0.617 7.615  0.344
H: 8.062 1.138 7.337  0.186
C: -16.172 -0.579 -0.971  -1.000
S: -16.258 0.842 0.120  0.600
O: -15.407 0.522 1.300  -0.600
C: -17.962 0.599 0.627  -0.992
H: -15.160 -0.635 -1.365  0.325
H: -16.401 -1.484 -0.408  0.305
H: -16.878 -0.447 -1.790  0.382
H: -18.072 -0.387 1.080  0.315
H: -18.613 0.696 -0.242  0.381
H: -18.208 1.369 1.355  0.310
C: 1.944 -1.222 -7.762  -1.012
S: 2.959 -0.443 -6.501  0.549
O: 4.374 -0.778 -6.812  -0.604
C: 2.447 -1.519 -5.154  -0.422
H: 2.146 -0.722 -8.707  0.353
H: 2.203 -2.278 -7.840  0.296
H: 0.892 -1.104 -7.502  0.371
H: 2.673 -2.555 -5.406  0.397
H: 1.379 -1.391 -4.976  0.406
H: 3.000 -1.226 -4.263  -0.288
C: 1.021 1.006 2.730  -0.805
S: 0.224 0.283 4.170  0.369
O: -0.685 -0.779 3.673  -0.540
C: -0.784 1.719 4.563  -0.870
H: 1.678 0.255 2.294  0.114
H: 0.262 1.298 2.004  0.466
H: 1.611 1.871 3.032  0.335
H: -1.414 1.969 3.709  0.200
H: -0.135 2.557 4.816  0.340
H: -1.407 1.466 5.419  0.371
C: 3.644 1.382 5.130  -0.644
S: 4.830 2.077 6.263  0.323
O: 6.164 1.603 5.821  -0.500
C: 4.363 1.081 7.685  -1.016
H: 3.804 1.843 4.156  0.102
H: 3.794 0.305 5.054  0.364
H: 2.636 1.601 5.484  0.321
H: 4.461 0.024 7.438  0.297
H: 3.337 1.314 7.968  0.393
H: 5.034 1.334 8.504  0.344

Calculated values
Electronic energy, a.u.: -7417.2830
Kohn-Sham gap, eV: 7.18
Spin multiplicity: 1